(1)
Molecular formula: C42H123N5O22
Method: DFT, ωB97M-V/def2-TZVPD

Each line ends with the Mulliken spin population.
CARTESIAN COORDINATES (ANGSTROEM)
C1 -11.81698 2.00681 -12.01218  0.00
O1 -12.54877 2.58202 -10.98441  0.00
C2 -12.35292 1.94785 -9.69756  0.00
C3 -13.23242 2.59128 -8.65640  0.00
N1 -14.58779 2.06211 -8.94603  0.00
C4 -15.54582 2.96852 -8.18418  0.00
C5 -16.96547 2.54106 -8.22871  0.00
O2 -17.79708 2.95561 -7.15939  0.00
C6 -17.91204 4.32927 -7.02788  0.00
H1 -12.25620 2.39244 -12.93222  0.00
H2 -12.01791 0.93606 -12.04695  0.00
H3 -10.75090 2.22824 -11.96204  0.00
H4 -11.29515 2.13099 -9.50867  0.00
H5 -12.45617 0.86367 -9.74219  0.00
H6 -13.27857 3.67199 -8.79062  0.00
H7 -12.88685 2.29529 -7.66591  0.00
H8 -14.74381 2.22277 -9.93088  0.00
H9 -15.55832 3.96646 -8.62241  0.00
H10 -15.25102 2.97259 -7.13480  0.00
H11 -17.05274 1.47610 -8.44401  0.00
H12 -17.40963 2.97403 -9.12502  0.00
H13 -18.52038 4.79492 -7.80325  0.00
H14 -16.98925 4.90131 -6.93132  0.00
H15 -18.45293 4.70462 -6.15917  0.00
C7 -16.03709 -2.46127 -14.94385  0.00
O3 -15.67377 -1.10221 -15.05800  0.00
C8 -14.35503 -0.86280 -14.66384  0.00
C9 -14.01032 0.66576 -14.66748  0.00
N2 -14.52892 1.40795 -15.83227  0.00
C10 -13.92274 0.93268 -17.09562  0.00
C11 -14.42902 1.71208 -18.23082  0.00
O4 -15.85346 1.61412 -18.21359  0.00
C12 -16.46753 2.34755 -19.26954  0.00
H16 -15.55694 -3.02931 -15.74065  0.00
H17 -17.10760 -2.66118 -14.99028  0.00
H18 -15.67027 -2.83265 -13.98698  0.00
H19 -13.72595 -1.44958 -15.33320  0.00
H20 -14.10985 -1.23429 -13.66887  0.00
H21 -12.94866 0.83626 -14.48882  0.00
H22 -14.47189 1.14044 -13.80160  0.00
H23 -15.49544 1.11572 -15.85578  0.00
H24 -14.14236 -0.12269 -17.25698  0.00
H25 -12.83655 0.99546 -17.02948  0.00
H26 -14.02981 1.44435 -19.20911  0.00
H27 -14.15469 2.74246 -18.00462  0.00
H28 -16.04638 2.11603 -20.24788  0.00
H29 -16.36591 3.41931 -19.09894  0.00
H30 -17.53951 2.16067 -19.33295  0.00
C13 -18.30480 -4.77212 -12.31727  0.00
O5 -19.24775 -5.77854 -12.08042  0.00
C14 -19.48608 -6.17177 -10.71299  0.00
C15 -20.35514 -5.23380 -9.93560  0.00
N3 -21.71864 -5.16395 -10.37461  0.00
C16 -22.54680 -6.21950 -9.78842  0.00
C17 -23.99965 -6.16987 -10.25413  0.00
O6 -24.05803 -6.66629 -11.58192  0.00
C18 -25.42417 -6.86275 -12.10701  0.00
H31 -18.65080 -3.79855 -11.97006  0.00
H32 -18.15441 -4.63221 -13.38774  0.00
H33 -17.31665 -5.01566 -11.92696  0.00
H34 -18.56086 -6.25980 -10.14350  0.00
H35 -19.95369 -7.15392 -10.78253  0.00
H36 -19.86332 -4.26148 -9.96397  0.00
H37 -20.26501 -5.49293 -8.88070  0.00
H38 -21.56922 -5.41909 -11.34037  0.00
H39 -22.66080 -6.11698 -8.70926  0.00
H40 -22.12991 -7.20301 -10.00526  0.00
H41 -24.36461 -5.14311 -10.22812  0.00
H42 -24.62895 -6.74178 -9.57220  0.00
H43 -25.91810 -7.65451 -11.54376  0.00
H44 -25.49083 -7.17224 -13.15001  0.00
H45 -26.06890 -5.99771 -11.95165  0.00
C19 -12.72289 -3.02391 -11.74542  0.00
O7 -13.98740 -2.51919 -11.42513  0.00
C20 -14.16201 -2.17824 -10.05249  0.00
C21 -15.61212 -1.94331 -9.70992  0.00
N4 -16.14905 -0.61666 -10.08601  0.00
C22 -16.14995 -0.44358 -11.55902  0.00
C23 -16.49849 0.98943 -11.98385  0.00
O8 -15.47598 1.88346 -11.63585  0.00
C24 -15.71188 3.23033 -11.91484  0.00
H46 -11.92976 -2.43750 -11.28154  0.00
H47 -12.67101 -2.96123 -12.83238  0.00
H48 -12.66069 -4.02578 -11.32060  0.00
H49 -13.55786 -1.31099 -9.78607  0.00
H50 -13.80123 -2.97906 -9.40702  0.00
H51 -15.72246 -2.09596 -8.63631  0.00
H52 -16.16526 -2.65138 -10.32698  0.00
H53 -15.49438 0.04500 -9.69393  0.00
H54 -16.95145 -1.09925 -11.89931  0.00
H55 -15.27477 -0.80092 -12.10168  0.00
H56 -17.45745 1.21992 -11.51977  0.00
H57 -16.63862 0.99224 -13.06480  0.00
H58 -14.81030 3.78515 -11.65519  0.00
H59 -16.58487 3.57442 -11.36023  0.00
H60 -15.90885 3.34925 -12.98027  0.00
C25 -15.09409 4.02335 -22.79956  0.00
O9 -15.05457 4.72216 -21.55991  0.00
C26 -13.74687 4.90047 -20.95161  -0.01
C27 -12.72537 5.71464 -21.77589  0.10
N5 -13.04787 7.13495 -21.90734  0.75
C28 -11.94897 7.82023 -22.55173  0.04
C29 -12.27762 9.24892 -22.94166  0.03
O10 -12.77872 10.04497 -21.85018  0.01
C30 -13.12678 11.38821 -22.32953  0.00
H61 -14.74063 2.99372 -22.74442  0.00
H62 -14.53362 4.56415 -23.56212  0.00
H63 -16.13641 4.01851 -23.11837  0.00
H64 -13.36105 3.91482 -20.69129  0.00
H65 -13.97229 5.48375 -20.05882  0.00
H66 -12.46901 5.22675 -22.71628  0.01
H67 -11.79047 5.71243 -21.21546  0.03
H68 -13.19561 7.47334 -20.96725  -0.02
H69 -11.60307 7.35608 -23.47532  0.00
H70 -11.06170 7.88360 -21.92178  0.04
H71 -12.96270 9.17865 -23.78654  0.00
H72 -11.37451 9.70901 -23.34266  0.00
H73 -13.59659 12.00635 -21.56450  0.00
H74 -13.96444 11.24450 -23.01200  0.00
H75 -12.17695 11.80190 -22.66836  0.00
C31 -10.95248 3.20910 -18.46954  0.00
O11 -10.86677 3.63224 -19.75789  0.01
H76 -10.93810 2.12001 -18.42747  0.00
H77 -10.08790 3.61799 -17.94663  0.00
H78 -11.91278 3.55987 -18.09154  0.00
H79 -11.62067 3.27977 -20.23645  0.00
C32 -19.42044 0.45636 -21.02176  0.00
O12 -18.89572 -0.67152 -21.79148  0.00
H80 -18.76543 1.32722 -21.04786  0.00
H81 -20.37757 0.77010 -21.43839  0.00
H82 -19.63764 0.05651 -20.03128  0.00
H83 -19.20692 -0.47395 -22.67788  0.00
C33 -17.74328 3.16967 -16.04339  0.00
O13 -18.60175 2.38126 -15.23777  0.00
H84 -17.80093 2.75832 -17.05116  0.00
H85 -17.88567 4.25029 -16.03460  0.00
H86 -16.77217 2.95950 -15.59520  0.00
H87 -19.50888 2.40233 -15.55126  0.00
C34 -17.41082 6.80876 -20.65269  0.00
O14 -17.39886 5.48416 -20.36292  0.00
H88 -18.11809 7.29598 -19.98149  0.00
H89 -16.39906 7.18677 -20.50589  0.00
H90 -17.68353 6.98164 -21.69375  0.00
H91 -16.58223 5.10252 -20.69316  0.00
C35 -11.36720 -2.05091 -18.50921  0.00
O15 -11.27661 -0.63569 -18.24600  0.00
H92 -10.60183 -2.59934 -17.96008  0.00
H93 -12.31749 -2.42446 -18.12775  0.00
H94 -11.28314 -2.30841 -19.56500  0.00
H95 -11.31015 -0.45337 -17.30407  0.00
C36 -12.96670 0.15623 -21.32958  0.00
O16 -11.88663 0.81424 -20.65065  0.00
H96 -13.61328 -0.39943 -20.65039  0.00
H97 -13.48068 0.91095 -21.92481  0.00
H98 -12.51464 -0.55041 -22.02557  0.00
H99 -11.50694 0.16754 -20.05130  0.00
C37 -20.66998 3.32728 -19.26003  0.00
O17 -19.84197 3.66597 -20.37574  0.00
H100 -21.68735 3.15724 -19.61238  0.00
H101 -20.28367 2.46277 -18.72014  0.00
H102 -20.60887 4.15480 -18.55322  0.00
H103 -19.01349 4.07823 -20.12026  0.00
C38 -16.04072 6.46095 -17.66568  0.00
O18 -15.55984 6.59754 -16.35432  0.00
H104 -15.33827 5.90827 -18.28954  0.00
H105 -16.89531 5.78610 -17.61704  0.00
H106 -16.21515 7.39903 -18.19264  0.00
H107 -15.18041 5.76287 -16.06981  0.00
C39 -10.07424 0.29938 -15.37043  0.00
O19 -10.97322 -0.81966 -15.41058  0.00
H108 -9.55158 0.37012 -16.32433  0.00
H109 -10.62532 1.23791 -15.31048  0.00
H110 -9.26376 0.23757 -14.64422  0.00
H111 -10.61126 -1.64027 -15.06826  0.00
C40 -13.26802 4.57191 -14.63754  0.00
O20 -14.33404 4.24850 -15.50748  0.00
H112 -12.31927 4.19258 -15.01710  0.00
H113 -13.16620 5.65462 -14.71156  0.00
H114 -13.51772 4.38927 -13.59237  0.00
H115 -14.29538 3.29918 -15.64494  0.00
C41 -16.82252 -1.48586 -18.61486  0.00
O21 -17.06167 -2.15513 -19.88270  0.00
H116 -15.76171 -1.23646 -18.59075  0.00
H117 -17.39948 -0.56495 -18.53038  0.00
H118 -17.04161 -2.16213 -17.78857  0.00
H119 -17.50967 -1.52280 -20.44931  0.00
C42 -17.01173 -6.16003 -16.96500  0.00
O22 -17.16971 -6.18573 -15.51103  0.00
H120 -16.88665 -7.10437 -17.49479  0.00
H121 -17.89373 -5.68062 -17.38966  0.00
H122 -16.22367 -5.45721 -17.23539  0.00
H123 -17.76052 -6.92431 -15.34655  0.00

Results
Multiplicity   2
Net charge   +1
Highest occupied orbital energy (spin up / spin down)   -9.55 / -9.55 eV
E_tot   -98022.346 eV



(2)
Molecular formula: C14H21BN4Ni
Method: DFT, ωB97M-V/def2-TZVPD

Each line ends with the Mulliken spin population.
CARTESIAN COORDINATES (ANGSTROEM)
C1 -0.89925 -1.00875 -2.72038  0.00
C2 1.72396 -0.12261 -3.80742  -0.04
C3 -1.45459 0.24114 -3.16733  0.68
H1 -1.76096 -1.61753 -2.37774  0.03
C4 1.43276 1.15791 -3.53999  0.05
H2 2.71192 -0.50509 -3.52352  0.00
H3 -2.35789 0.59304 -2.68219  -0.03
H4 2.16506 1.76308 -2.98844  0.00
C5 -1.02351 1.06725 -4.28616  0.11
H5 -1.86135 1.76551 -4.41289  0.00
H6 -0.94625 0.55615 -5.24878  0.03
C6 -0.17962 -1.84551 -3.80961  0.02
H7 -0.95145 -2.22379 -4.49066  0.00
H8 0.26603 -2.71342 -3.30734  0.00
C7 0.92179 -1.11838 -4.60130  0.00
H9 0.52046 -0.67976 -5.52349  0.00
H10 1.62406 -1.88452 -4.96625  0.00
C8 0.23269 1.92982 -4.01079  0.05
H11 0.49332 2.52431 -4.90836  0.00
H12 -0.03672 2.65595 -3.22722  -0.01
Ni1 -0.24756 0.03978 -0.37879  0.89
H13 -0.19541 -0.96351 -1.81294  0.07
B1 -2.01731 1.38356 2.09842  0.01
N1 -1.24478 0.04408 2.30931  0.00
C9 -1.11061 -0.64387 3.44398  0.00
C10 -0.22060 -1.69959 3.24250  0.01
C11 0.14441 -1.63684 1.89845  -0.01
N2 -0.47077 -0.56892 1.31769  0.08
N3 -0.97815 2.23921 1.31332  0.00
C12 -0.61271 3.50590 1.56600  0.00
C13 0.42925 3.84575 0.70908  0.01
C14 0.65625 2.75064 -0.12394  0.00
N4 -0.20329 1.74929 0.26164  0.05
H14 -2.28290 1.89541 3.16911  0.00
H15 -3.05303 1.25179 1.53229  0.00
H16 -1.62870 -0.31240 4.33897  0.00
H17 0.07748 -2.42253 3.96700  0.00
H18 0.76754 -2.32252 1.33538  0.00
H19 -1.11258 4.04802 2.34789  0.00
H20 0.93466 4.79709 0.68205  0.00
H21 1.33331 2.61676 -0.93998  0.00

Results
Multiplicity   3
Highest occupied orbital energy (spin up / spin down)   -7.55 / -7.94 eV
E_tot   -62535.615 eV